(1)
{"formula": "C4H6FN", "method": "wB97M-V/def2-TZVPD", "symbols": ["C", "C", "C", "C", "N", "F", "H", "H", "H", "H", "H", "H"], "positions_angstrom": [[-2.229162, -0.538422, -0.663944], [-1.202598, -0.101821, -0.216005], [0.075032, 0.407750, 0.181289], [0.925161, -0.784110, 0.904980], [0.896057, 0.862909, -1.072227], [-0.075556, 1.397576, 1.137626], [-3.171090, -1.088192, -0.576325], [1.668914, -0.302926, 1.503280], [0.198025, -1.426078, 1.459127], [1.377759, -1.316678, 0.014895], [0.166714, 1.098490, -1.708154], [1.370744, 1.791502, -0.964546]], "forces_ev_per_a": [[-0.943, -0.792, 1.213], [-0.640, 0.077, -0.935], [3.781, -0.961, 0.004], [-1.849, 0.442, -2.565], [-0.978, 0.571, 2.072], [-0.098, 0.376, -0.357], [0.744, 0.598, -0.720], [0.447, 0.043, 0.483], [0.920, 0.504, -0.251], [-0.415, 0.295, 1.368], [-0.547, 0.066, -1.002], [-0.423, -1.219, 0.689]], "multiplicity": 1, "orbital_gap_ev": 11.498, "e_above_lowest_kj_mol": 202.7, "smiles": "C#C[C@@](C)(N)F", "e_tot_ha": -310.54037, "e_homo_ev": -10.434}

---

(2)
{"formula": "C39H34Br2HfN5O3P", "method": "wB97M-V/def2-TZVPD", "symbols": ["Hf", "O", "C", "C", "C", "C", "C", "C", "C", "O", "N", "N", "C", "C", "Br", "C", "C", "C", "C", "C", "C", "C", "H", "H", "H", "H", "H", "H", "H", "H", "H", "H", "H", "H", "H", "H", "Br", "C", "C", "C", "C", "C", "C", "N", "N", "C", "C", "C", "C", "O", "C", "N", "C", "C", "C", "C", "H", "H", "H", "H", "H", "H", "H", "H", "H", "C", "P", "C", "C", "C", "C", "C", "C", "C", "H", "H", "H", "H", "H", "H", "H", "H", "H", "H", "H"], "positions_angstrom": [[0.062523, -0.130759, -0.329886], [1.146085, 4.887397, -0.654988], [0.063649, 4.915280, -1.483682], [-0.316585, 6.045938, -2.195546], [-1.436808, 5.996630, -3.006539], [-2.184902, 4.830400, -3.120998], [-1.798734, 3.705799, -2.414048], [-0.675346, 3.739365, -1.594335], [-0.254071, 2.533458, -0.809702], [-0.638813, 1.302897, -1.421114], [-0.856916, 2.566520, 0.528459], [-1.038165, 1.338767, 1.086940], [-1.808687, 1.206048, 2.105473], [-2.020659, -0.055485, 2.772658], [-1.075280, -1.534635, 2.001745], [-2.806028, -0.301272, 3.831012], [-3.510941, 0.695960, 4.641021], [-4.791859, 0.385437, 5.101240], [-5.500690, 1.303257, 5.856071], [-4.925238, 2.523103, 6.186088], [-3.634544, 2.822012, 5.770275], [-2.927302, 1.914155, 5.000366], [1.618566, 5.725108, -0.706550], [0.262085, 6.957483, -2.110080], [-1.728495, 6.880679, -3.557106], [-3.056126, 4.802184, -3.759295], [-2.356352, 2.782668, -2.504821], [0.840371, 2.554605, -0.683240], [-1.552237, 3.282786, 0.694973], [-2.354953, 2.062635, 2.487665], [-2.952614, -1.337653, 4.117051], [-5.236992, -0.571390, 4.858889], [-6.497181, 1.062992, 6.199426], [-5.474414, 3.231883, 6.790419], [-3.172378, 3.754142, 6.064788], [-1.898887, 2.127177, 4.737443], [4.095611, 6.327849, -2.536718], [5.007526, 4.684100, -2.352539], [5.089821, 4.076637, -1.106129], [5.755252, 2.868535, -0.974798], [6.335629, 2.286515, -2.093819], [6.311926, 2.936805, -3.321715], [5.622965, 4.129640, -3.464368], [7.101746, 1.073612, -2.066174], [6.710956, 0.081832, -1.459741], [5.397021, 0.054471, -0.862588], [5.283776, -0.087739, 0.492842], [4.019883, -0.137039, 1.127351], [2.884432, -0.121674, 0.370110], [1.620479, -0.148867, 0.863370], [2.987146, -0.070720, -1.039597], [1.803340, -0.083120, -1.728387], [1.832862, 0.048749, -3.045041], [3.025780, 0.106377, -3.767073], [4.221772, 0.071765, -3.091085], [4.232496, 0.023043, -1.682795], [4.654502, 4.552289, -0.238605], [5.854293, 2.415428, 0.004375], [6.847468, 2.505391, -4.157756], [5.594804, 4.638109, -4.417450], [6.183885, -0.112253, 1.092894], [3.948921, -0.192434, 2.204871], [0.875066, 0.104783, -3.549013], [2.992310, 0.179168, -4.843987], [5.155263, 0.088498, -3.637055], [-1.811814, -2.042143, -3.278942], [-1.241716, -2.212479, -1.568456], [-2.293669, -3.504963, -0.848555], [0.417371, -2.960259, -1.641032], [1.048983, -3.267811, -0.431014], [2.367142, -3.703989, -0.410357], [3.061562, -3.848745, -1.601123], [2.433752, -3.573088, -2.810437], [1.123062, -3.125038, -2.833451], [-1.259031, -1.270915, -3.812235], [-2.861911, -1.749947, -3.262430], [-1.717536, -2.995738, -3.798878], [-2.180285, -4.407139, -1.450102], [-3.336600, -3.187923, -0.859134], [-2.005428, -3.716025, 0.178303], [0.509866, -3.212804, 0.509555], [2.841387, -3.943462, 0.531552], [4.086794, -4.192858, -1.590836], [2.969283, -3.711220, -3.740074], [0.658577, -2.900477, -3.784902]], "forces_ev_per_a": [[-1.216, -1.008, 0.183], [-0.077, -0.018, -0.006], [0.046, -0.054, 0.019], [0.004, -0.037, 0.031], [-0.026, 0.018, -0.030], [0.027, 0.012, 0.016], [0.030, 0.007, 0.009], [-0.010, -0.005, -0.036], [-0.138, 0.164, -0.035], [0.072, 0.412, 0.044], [0.126, 0.258, -0.050], [0.042, 0.234, 0.050], [0.132, -0.137, -0.046], [-0.045, 0.130, 0.103], [-0.093, 0.050, -0.046], [0.037, 0.042, -0.049], [0.082, -0.022, -0.076], [-0.046, 0.010, 0.029], [0.007, -0.001, -0.006], [0.010, 0.001, 0.001], [-0.013, -0.015, -0.001], [-0.021, 0.016, 0.019], [0.109, 0.062, -0.047], [0.012, 0.012, 0.000], [-0.004, 0.005, -0.006], [-0.009, 0.001, -0.007], [-0.005, -0.010, 0.007], [-0.040, -0.029, -0.044], [-0.172, -0.156, 0.000], [-0.031, 0.010, 0.033], [0.003, -0.010, 0.009], [0.007, -0.013, -0.013], [-0.008, -0.004, 0.001], [-0.005, 0.008, 0.003], [0.005, 0.004, 0.001], [0.025, -0.013, -0.032], [-0.068, 0.027, 0.053], [0.022, -0.080, 0.046], [-0.019, 0.071, -0.048], [-0.007, 0.111, 0.158], [0.148, 0.018, -0.309], [-0.051, 0.029, 0.013], [-0.002, -0.009, 0.033], [0.258, 0.498, -0.082], [-0.466, -0.553, 0.197], [0.124, -0.253, 0.118], [-0.171, -0.010, -0.016], [0.089, -0.104, -0.098], [0.048, 0.067, 0.009], [0.619, 0.085, 0.098], [0.145, -0.061, 0.079], [0.364, 0.291, 0.029], [-0.020, -0.020, -0.086], [-0.029, -0.016, 0.058], [0.002, 0.060, 0.039], [0.071, -0.062, -0.006], [-0.008, 0.015, 0.000], [-0.021, 0.106, -0.146], [-0.003, -0.009, 0.004], [-0.020, 0.003, -0.007], [0.014, -0.002, 0.012], [-0.001, 0.016, 0.015], [0.003, 0.008, -0.005], [-0.003, 0.002, -0.009], [0.039, 0.038, -0.010], [-0.054, 0.030, 0.027], [0.262, -0.324, -0.107], [-0.091, 0.087, -0.018], [-0.016, -0.091, -0.114], [0.041, 0.078, 0.044], [-0.027, 0.007, 0.006], [0.015, -0.003, -0.029], [0.024, 0.015, 0.021], [-0.028, 0.031, 0.010], [0.030, -0.002, 0.000], [0.001, 0.007, 0.001], [-0.021, 0.003, -0.021], [-0.028, -0.010, 0.011], [0.008, 0.020, 0.012], [0.023, -0.022, -0.005], [-0.014, 0.007, -0.001], [0.003, 0.000, 0.012], [0.011, -0.006, 0.002], [0.005, 0.001, -0.013], [-0.019, -0.015, -0.008]], "multiplicity": 1, "orbital_gap_ev": 6.689, "e_tot_ha": -7543.04514, "charge": 2, "e_homo_ev": -12.694}

---

(3)
{"formula": "C30H39N3O5", "method": "wB97M-V/def2-TZVPD", "symbols": ["C", "C", "C", "N", "N", "N", "C", "C", "C", "C", "C", "C", "C", "C", "C", "C", "C", "C", "H", "H", "H", "H", "H", "H", "H", "H", "H", "H", "H", "H", "H", "H", "H", "H", "H", "H", "H", "H", "H", "C", "C", "O", "C", "C", "C", "C", "C", "C", "C", "O", "C", "C", "C", "C", "O", "O", "C", "C", "O", "H", "H", "H", "H", "H", "H", "H", "H", "H", "H", "H", "H", "H", "H", "H", "H", "H", "H"], "positions_angstrom": [[2.606679, -2.309184, 0.476800], [1.880373, -2.831577, -0.744168], [2.698288, -3.770341, -1.614221], [1.475391, -1.718401, -1.606077], [2.188379, -1.581196, -2.706253], [1.644698, -0.565300, -3.365444], [2.352943, -0.074327, -4.610986], [2.598676, -1.254869, -5.548236], [3.686745, 0.545332, -4.205985], [0.607466, -0.006291, -2.663041], [-0.142736, 1.079577, -3.283719], [-0.035145, 2.398853, -2.780729], [-0.661132, 3.434628, -3.468306], [-1.413312, 3.194348, -4.630373], [-1.554034, 1.875161, -5.099788], [-0.917280, 0.821292, -4.447544], [0.481026, -0.728862, -1.474594], [-0.500373, -0.556387, -0.394163], [2.945072, -3.161053, 1.068034], [3.486040, -1.729458, 0.186515], [1.965114, -1.682537, 1.101510], [0.938140, -3.277343, -0.425219], [3.020381, -4.641672, -1.034728], [2.117477, -4.118576, -2.475994], [3.581325, -3.243454, -1.986786], [1.708003, 0.676718, -5.090421], [3.287259, -0.992621, -6.371904], [3.044906, -2.085570, -4.985184], [1.661980, -1.590213, -6.006410], [4.272280, 0.836534, -5.093646], [3.524050, 1.440481, -3.595066], [4.271403, -0.188067, -3.631182], [0.568135, 2.556151, -1.871997], [-0.575836, 4.446418, -3.079272], [-1.947664, 4.024230, -5.105903], [-2.178360, 1.663120, -5.965978], [-1.007292, -0.214430, -4.815916], [-1.503753, -0.408024, -0.849117], [-0.529003, -1.430261, 0.284333], [-5.161003, -1.132823, -1.039571], [-5.157678, -0.514072, 0.328521], [-3.755971, -0.459874, 0.704684], [-3.598008, 0.134273, 1.889261], [-2.188238, 0.240822, 2.314081], [-1.100048, 0.352804, 1.378053], [0.205798, 0.254228, 2.100286], [0.376174, -0.374553, 3.368499], [1.505838, -0.097154, 4.119837], [2.516236, 0.766644, 3.600017], [3.594684, 1.011231, 4.391159], [4.683354, 1.796846, 3.867653], [2.424156, 1.217674, 2.264606], [1.287433, 0.919832, 1.537690], [-2.200802, 0.786058, 3.751984], [-1.658828, 1.836039, 4.063158], [-2.967334, 0.109367, 4.648704], [-3.183499, 0.859356, 5.888340], [-4.140734, 0.069433, 6.753089], [-4.545276, 0.592753, 2.542084], [-6.187863, -1.220211, -1.398870], [-4.583260, -0.505695, -1.726362], [-4.697976, -2.125938, -1.013231], [-5.560826, 0.509308, 0.319512], [-5.755194, -1.117796, 1.031387], [-1.240663, 1.261350, 0.713113], [-0.400976, -1.016163, 3.808619], [1.632236, -0.482307, 5.142875], [5.407374, 1.839668, 4.682697], [5.123610, 1.309537, 2.988270], [4.338582, 2.805886, 3.608784], [3.224299, 1.806816, 1.791612], [1.138388, 1.317348, 0.526527], [-2.210242, 0.994565, 6.386579], [-3.616891, 1.838664, 5.636923], [-4.335880, 0.528299, 7.733485], [-5.117329, -0.013606, 6.260365], [-3.739954, -0.931440, 6.946740]], "forces_ev_per_a": [[0.236, -0.059, 0.218], [-0.470, 0.209, 0.051], [0.216, -0.523, 0.250], [-0.302, 1.555, -0.513], [-0.572, 1.463, -1.199], [0.459, -0.714, 0.816], [0.228, -0.344, 0.060], [-0.152, -0.251, -0.246], [0.124, 0.224, 0.225], [0.869, -0.418, -0.704], [-0.747, 0.975, -0.382], [-0.003, -0.961, -0.388], [-0.201, 0.093, -0.140], [0.000, -0.505, 0.516], [0.067, 0.373, 0.155], [0.440, 0.175, 0.684], [-0.497, -0.327, 1.140], [-0.736, -2.743, -1.422], [-0.009, 0.042, 0.078], [-0.022, -0.004, -0.024], [0.043, -0.053, -0.101], [-0.046, -0.251, 0.010], [-0.114, 0.170, -0.011], [0.147, 0.060, 0.192], [-0.091, -0.303, 0.126], [0.076, -0.332, 0.399], [-0.321, 0.092, 0.479], [-0.126, 0.208, -0.210], [0.132, -0.079, 0.140], [-0.346, -0.126, 0.291], [0.117, -0.165, -0.026], [-0.141, 0.265, -0.168], [-0.426, 0.090, -0.538], [-0.039, -0.130, -0.123], [0.323, -0.404, 0.084], [0.164, 0.110, 0.134], [0.016, 0.628, 0.227], [0.697, -0.067, 0.248], [0.021, 0.001, -0.836], [0.030, -0.076, -0.291], [0.172, 0.032, -0.329], [-1.174, -0.282, -0.262], [0.632, 1.660, 1.684], [-1.722, -0.959, -0.152], [0.113, 3.545, 2.230], [0.098, 0.126, 0.141], [-0.140, 0.476, -0.472], [0.881, 0.637, -0.074], [-0.312, -0.658, -0.765], [0.331, 0.235, 0.030], [-0.728, -0.398, 0.228], [0.589, -0.008, 0.521], [-0.470, 0.555, 0.135], [0.739, 0.331, -0.329], [-0.245, -0.919, -0.337], [0.437, 0.474, 0.194], [0.066, -0.071, -0.169], [-0.319, -0.353, 0.021], [0.721, -0.783, -1.049], [0.070, -0.042, -0.113], [-0.140, -0.120, -0.027], [-0.142, 0.145, -0.028], [0.079, -0.366, 0.071], [0.474, 0.306, -0.022], [0.459, -1.440, 0.610], [0.305, 0.408, -0.373], [-0.053, 0.131, -0.618], [-0.070, 0.047, -0.203], [-0.039, 0.104, 0.149], [0.114, -0.159, 0.025], [-0.427, -0.332, 0.398], [0.241, -0.134, 0.334], [-0.349, 0.103, -0.238], [0.346, -0.262, 0.011], [0.323, 0.147, -0.333], [0.252, -0.152, 0.006], [-0.155, 0.079, -0.098]], "multiplicity": 1, "orbital_gap_ev": 6.147, "e_tot_ha": -1706.82514, "e_homo_ev": -5.967}

---

(4)
{"formula": "CCl2Na4O11", "method": "wB97M-V/def2-TZVPD", "symbols": ["Na", "Na", "Na", "Na", "Cl", "O", "O", "O", "O", "Cl", "O", "O", "O", "O", "C", "O", "O", "O"], "positions_angstrom": [[-16.234379, 15.925381, 4.641456], [-15.994062, 13.521646, 7.998782], [-17.830672, 9.261751, 5.052015], [-13.597923, 10.399292, 4.662423], [-12.154737, 12.100749, 6.688842], [-13.285568, 12.994654, 6.508808], [-11.839906, 12.026977, 8.093131], [-12.555347, 10.802076, 6.167347], [-11.015895, 12.585232, 5.964099], [-16.748021, 12.289518, 5.198002], [-17.009193, 11.968370, 3.850422], [-17.355386, 13.619604, 5.496713], [-17.414157, 11.321328, 6.069476], [-15.355158, 12.386704, 5.570500], [-15.550258, 9.056524, 2.370103], [-15.797284, 8.611475, 1.231444], [-14.892638, 10.151299, 2.628286], [-16.186579, 8.556716, 3.435443]], "forces_ev_per_a": [[-0.130, -0.737, -0.118], [0.411, -0.574, -0.688], [1.062, -0.373, -1.218], [-2.271, -0.963, -3.289], [1.037, 0.898, 0.852], [0.204, 0.448, 0.303], [-0.369, -0.403, -0.399], [1.556, 0.511, 2.315], [-0.474, -0.233, -0.085], [-0.978, -0.012, -0.435], [0.406, 0.122, 0.072], [0.483, 0.566, 0.522], [0.190, 0.231, 0.316], [-0.801, -0.197, -0.291], [-2.114, 1.084, 0.810], [0.817, -0.007, 0.266], [1.280, -0.110, 0.127], [-0.309, -0.252, 0.941]], "multiplicity": 1, "orbital_gap_ev": 1.834, "e_above_lowest_kj_mol": 0.0, "e_tot_ha": -2434.85525, "e_homo_ev": -4.774}